# 1
# CH3N3S

One molecule with the formula CH3N3S (wB97M-V/def2-TZVPD, the OMol25 dataset).

## Properties
**Total charge**: 0
**Spin multiplicity**: 1
**HOMO-LUMO gap**: 6.7 eV
**Calculated total energy**: -602.15508 Eh

Each line ends with the Löwdin charge.
Cartesian coordinates (Å):
H1 0.37543 -0.55728 -1.35155  0.059
C1 0.52311 -0.60393 -0.25695  -0.307
N1 0.63883 0.71877 0.23591  -0.359
H2 1.29890 -1.18441 0.20580  0.062
H3 0.72063 0.63570 1.24982  0.105
N2 0.12955 1.71244 -0.24230  0.046
N3 -2.12166 0.30144 0.17313  -0.439
S1 -1.56479 -1.02273 -0.01387  0.833

=====

# 2
# C5H7N

A 2-piece molecular cluster, C5H7N overall (wB97M-V/def2-TZVPD, the OMol25 dataset).

## Properties
**Total charge**: 0
**Spin multiplicity**: 1
**HOMO-LUMO gap (spin up / spin down)**: 9.4 / 8.4 eV
**Calculated total energy**: -249.21659 Eh

Each line ends with the Löwdin charge.
Cartesian coordinates (Å):
C1 0.67108 1.23185 -0.53526  -0.040
H1 3.40966 0.53924 0.19918  0.129
C2 1.39683 0.35831 -0.07399  -0.116
H2 -0.98381 2.43978 -0.41410  0.056
C3 0.24128 -1.70606 0.33142  0.089
C4 -0.71876 1.47458 -0.69136  -0.111
H3 -0.46389 -1.25208 -0.36318  0.018
N1 2.81775 -1.35181 0.66229  0.199
H4 -1.02344 1.39214 -1.73900  0.099
H5 0.08705 -1.45923 1.32901  0.007
H6 0.44890 -2.68291 0.15862  -0.025
H7 -1.29691 0.83177 -0.10239  0.062
C5 2.58848 -0.20273 0.31644  -0.367

=====

# 3
# CHAlF3O2S

CHAlF3O2S as an isolated structure (wB97M-V/def2-TZVPD, the OMol25 dataset).

## Properties
**Total charge**: +1
**Spin multiplicity**: 1
**HOMO-LUMO gap**: 8.7 eV
**Calculated total energy**: -1129.10643 Eh

Each line ends with the Löwdin charge.
Cartesian coordinates (Å):
C1 -0.18935 0.49538 1.07131  -0.668
O1 -1.23375 -0.32166 -1.21578  -0.366
S1 -0.46472 0.93641 -0.74213  1.137
F1 -1.32686 0.74991 1.71287  0.152
H1 1.04654 -1.95369 -0.69122  0.045
F2 0.74781 1.28448 1.58456  0.167
O2 0.94472 0.64978 -1.32116  -0.376
F3 0.11495 -0.81929 1.42127  0.093
Al1 0.36065 -1.02133 -1.81971  0.816

=====

# 4
# C22H31BBrNO4PV

C22H31BBrNO4PV as an isolated structure (wB97M-V/def2-TZVPD, the OMol25 dataset).

## Properties
**Total charge**: -1
**Spin multiplicity**: 4
**HOMO-LUMO gap (spin up / spin down)**: 6.4 / 7.5 eV
**Calculated total energy**: -5097.08845 Eh

Each line ends with the Löwdin charge.
Cartesian coordinates (Å):
C1 3.42244 0.95381 0.16720  -0.087
H1 4.45940 0.92392 -0.18087  0.086
Br1 1.23986 -3.60408 -2.05116  -0.067
H2 0.49231 0.77779 -3.50938  0.063
H3 4.00128 0.06607 -2.26587  0.085
H4 3.30726 1.81381 0.82310  0.078
V1 0.74043 -2.38999 0.07524  0.347
H5 3.65321 -1.84394 -0.00263  0.053
C2 -3.62865 -2.18373 0.85997  -0.252
H6 3.24123 0.07157 0.78550  0.061
H7 2.40399 3.22215 -1.18775  0.060
C3 -3.65626 -2.43186 -0.50518  -0.263
H8 3.10568 -3.78984 2.10071  0.120
C4 -6.01772 -2.20133 -0.49000  -0.118
C5 -0.60200 2.68362 -1.84329  -0.089
N1 3.15915 -2.63424 0.39195  -0.047
H9 0.72473 4.57805 2.55610  0.095
C6 -0.13019 2.82854 3.47435  -0.096
H10 2.79134 -1.08825 -1.65930  0.006
C7 -1.86753 0.75241 -0.97948  -0.085
C8 0.47500 1.52593 1.07187  -0.334
C9 0.47938 3.52986 2.43939  -0.094
H11 -1.50043 2.89751 -2.43158  0.083
C10 3.37700 -2.76503 1.83705  -0.162
C11 -0.37661 0.43594 -2.94277  -0.090
O1 -2.35105 -2.21454 1.30215  0.071
B1 -1.47620 -2.47213 0.16970  -0.441
H12 -0.88803 0.92416 4.11475  0.107
H13 -6.96842 -2.20356 -1.00802  0.087
H14 3.39826 -3.45372 -0.15037  0.039
C12 -4.84199 -2.44562 -1.20684  -0.007
C13 -0.43283 1.48929 3.31264  -0.063
H15 -2.08204 1.30802 -0.06592  0.088
H16 0.24720 3.08084 -2.39623  0.056
H17 -6.91184 -1.76593 1.40912  0.087
H18 2.39665 -0.03809 -2.98627  0.068
H19 -1.90116 -0.30958 -0.75034  0.044
P1 0.79305 0.55182 -0.45218  1.156
C14 2.49984 1.02152 -1.06203  -0.679
H20 -0.33394 -0.21996 2.02602  0.082
H21 -4.73277 -1.74788 2.64341  0.111
C15 0.77304 2.88037 1.25306  -0.111
H22 -4.85399 -2.63783 -2.27139  0.111
C16 2.37624 -1.84648 2.55324  -0.651
H23 4.40045 -2.57425 2.17676  0.110
H24 3.77701 2.47204 -1.99235  0.083
C17 -0.53005 1.17340 -1.60907  -0.683
O2 1.22217 -1.89884 1.95720  -0.230
H25 -2.66257 0.96321 -1.70074  0.092
C18 2.93957 -0.07772 -2.04097  -0.122
H26 2.18558 2.39773 -2.73001  0.065
H27 -0.35810 3.32844 4.40809  0.095
C19 -5.98690 -1.95392 0.87890  -0.118
H28 1.23793 3.44159 0.45542  0.081
C20 2.70930 2.35921 -1.77499  -0.094
O3 2.61602 -1.16459 3.53686  0.024
C21 -4.77655 -1.94149 1.58009  -0.007
H29 -0.29416 -0.64549 -2.81174  0.072
H30 -1.26308 0.63545 -3.55235  0.085
H31 -0.69256 3.23870 -0.90888  0.068
C22 -0.12718 0.83869 2.12172  -0.077
O4 -2.40125 -2.62157 -0.96157  0.044

=====

# 5
# CH16O6

A 7-piece molecular cluster, CH16O6 overall (wB97M-V/def2-TZVPD, the OMol25 dataset).

## Properties
**Total charge**: 0
**Spin multiplicity**: 1
**HOMO-LUMO gap**: 11.9 eV
**Structure (SMILES)**: C.O.O.O.O.O.O
**Calculated total energy**: -499.13556 Eh

Each line ends with the Löwdin charge.
Cartesian coordinates (Å):
H1 1.15692 1.51804 0.11343  0.025
H2 1.24429 -0.34346 -3.20203  0.054
H3 -2.29172 0.39474 0.77197  0.034
H4 -0.98012 -1.53553 1.84048  0.002
H5 2.23360 -0.20018 -0.59514  -0.001
O1 1.42919 -0.76963 -2.36583  -0.048
O2 0.69487 1.91925 -0.62008  -0.045
O3 -1.42360 3.24954 0.62926  -0.053
O4 -1.97378 0.75343 -0.03374  -0.033
H6 -1.07370 3.68696 1.40007  0.052
H7 0.53921 1.18367 -1.22883  0.032
H8 0.81813 -1.51761 1.75133  0.010
H9 3.37535 0.50458 0.01337  0.063
H10 -1.73039 -2.13696 -0.84891  0.043
H11 -0.65145 2.74697 0.32662  -0.003
C1 -0.06663 -2.12727 1.91775  -0.035
H12 -1.21148 -0.75794 -0.80238  0.008
H13 -1.98340 1.68746 0.12864  -0.014
O5 2.59611 -0.01304 0.28745  -0.071
H14 0.56870 -1.17998 -2.16972  0.014
H15 -0.12746 -2.61543 2.88630  0.018
O6 -1.09430 -1.59280 -1.30601  -0.067
H16 -0.04832 -2.85481 1.10602  0.017